# 1
C26H31F2IrN4O | ωB97M-V with the def2-TZVPD basis set

Frontier orbital gap (spin up / spin down) (eV): 5.32 / 5.32
Charge: +2
DFT total energy (a.u.): -1606.99775
F_max (eV/Å): 1.5
ΔE to the lowest compared entry with this formula, charge and spin (eV): 0.2557
HOMO level (spin up / spin down) (eV): -12.999 / -12.998

The geometry in XYZ format:
```
65
C26H31F2IrN4O ωB97M-V with the def2-TZVPD basis set
Ir 1.25 1.47 -0.26
F 4.96 -1.99 -0.46
C 4.11 -1.42 0.36
C 2.98 -0.83 -0.12
C 2.07 -0.12 0.70
C 2.24 -0.33 2.14
C 3.53 -0.86 2.57
F 3.84 -0.83 3.86
C 4.44 -1.39 1.73
C 1.23 -0.20 3.08
C 1.22 -0.58 4.46
C 0.07 -0.81 5.13
C -1.20 -0.73 4.45
C -1.27 -0.24 3.22
N -0.06 0.33 2.60
H 2.81 -0.87 -1.19
H 5.37 -1.80 2.10
H 2.16 -0.77 4.94
H 0.10 -1.14 6.16
H -2.11 -1.10 4.92
H -2.16 -0.13 2.63
C -3.44 4.83 4.83
C -2.99 4.05 3.64
C -3.76 4.02 2.48
C -3.38 3.29 1.37
C -4.29 3.29 0.17
C -2.17 2.55 1.42
C -1.79 1.82 0.26
O -0.78 1.10 0.15
C -1.38 2.56 2.61
C -0.05 1.85 2.79
C -1.81 3.30 3.68
H -3.80 5.82 4.54
H -2.65 4.95 5.57
H -4.28 4.32 5.32
H -4.68 4.59 2.45
H -5.05 4.06 0.28
H -4.82 2.33 0.08
H -3.77 3.48 -0.77
H -2.46 1.84 -0.60
H -0.13 0.17 1.59
H 0.27 1.99 3.82
H 0.72 2.23 2.12
H -1.22 3.31 4.59
C 3.97 3.62 -2.64
N 3.14 3.52 -1.44
C 3.29 2.31 -0.67
C 1.91 4.11 -1.39
N 0.91 3.40 -0.89
N 1.78 5.38 -1.80
C 0.45 5.94 -2.02
C 2.90 6.32 -1.85
H 3.94 2.68 -3.20
H 5.01 3.85 -2.37
H 3.60 4.41 -3.30
H 4.23 1.82 -0.92
H 2.65 1.38 -1.19
H 3.30 2.48 0.40
H 0.05 3.93 -0.77
H -0.17 5.24 -2.60
H 0.56 6.85 -2.61
H -0.05 6.19 -1.08
H 3.77 5.89 -1.37
H 2.62 7.22 -1.31
H 3.15 6.59 -2.88
```

Here are the natural (NBO) charges for atoms 1 to 8, given in e: 0.4177, -0.2692, 0.5247, -0.4092, -0.1350, -0.1078, 0.4476, -0.2997



# 2
C26H31F2N7 | ωB97M-V with the def2-TZVPD basis set

Frontier orbital gap (eV): 9.64
Charge: 0
Structure (SMILES): Fc1ccccc1.Fc1ccccc1.CC#N.CC#N.CC#N.CC#N.CC#N.CC#N.CC#N
DFT total energy (a.u.): -1592.27220
F_max (eV/Å): 1.8
ΔE to the lowest compared entry with this formula, charge and spin (eV): 0.2725
HOMO level (eV): -9.417

The geometry in XYZ format:
```
66
C26H31F2N7 ωB97M-V with the def2-TZVPD basis set
F 20.71 -20.93 -14.82
C 21.29 -19.77 -15.14
C 21.17 -19.30 -16.43
C 21.66 -18.04 -16.76
C 22.33 -17.32 -15.77
C 22.46 -17.78 -14.46
C 21.94 -19.03 -14.16
H 20.63 -19.84 -17.20
H 21.37 -17.61 -17.71
H 22.66 -16.32 -16.04
H 23.00 -17.21 -13.72
H 21.98 -19.49 -13.18
F 14.30 -16.99 -18.35
C 13.29 -16.44 -17.66
C 13.50 -16.13 -16.33
C 12.43 -15.70 -15.57
C 11.16 -15.67 -16.14
C 10.97 -15.93 -17.49
C 12.07 -16.30 -18.26
H 14.48 -16.22 -15.86
H 12.51 -15.32 -14.56
H 10.33 -15.46 -15.48
H 9.97 -16.02 -17.91
H 12.02 -16.59 -19.30
C 15.74 -19.86 -17.32
C 17.05 -19.22 -17.42
N 18.08 -18.74 -17.53
H 15.86 -20.92 -17.53
H 15.04 -19.43 -18.04
H 15.34 -19.71 -16.33
C 11.90 -20.76 -17.65
C 11.00 -19.94 -18.43
N 10.31 -19.22 -19.02
H 12.52 -20.04 -17.11
H 12.49 -21.40 -18.30
H 11.33 -21.35 -16.93
C 19.13 -17.07 -14.66
C 18.82 -16.07 -13.67
N 18.60 -15.31 -12.83
H 18.26 -17.42 -15.21
H 19.48 -17.90 -14.03
H 20.03 -16.95 -15.26
C 19.05 -20.46 -20.18
C 19.62 -21.81 -20.03
N 20.02 -22.88 -19.91
H 19.30 -20.03 -21.14
H 19.54 -19.86 -19.41
H 17.99 -20.48 -19.95
C 12.50 -18.68 -22.01
C 13.23 -19.52 -21.04
N 13.82 -20.14 -20.28
H 12.86 -17.68 -21.78
H 11.43 -18.80 -21.83
H 12.78 -19.02 -23.00
C 14.97 -23.57 -19.74
C 15.25 -23.90 -21.16
N 15.49 -24.13 -22.26
H 14.71 -24.49 -19.22
H 14.09 -22.93 -19.70
H 15.84 -23.05 -19.36
C 18.06 -22.47 -13.06
C 17.58 -21.54 -14.09
N 17.22 -20.82 -14.89
H 18.93 -23.04 -13.38
H 17.28 -23.23 -12.95
H 18.27 -21.92 -12.15
```

Here are the natural (NBO) charges for atoms 1 to 8, given in e: -0.3256, 0.3893, -0.2689, -0.1863, -0.2421, -0.2059, -0.2875, 0.2357



# 3
C26H31GeN2O3W | ωB97M-V with the def2-TZVPD basis set

Frontier orbital gap (spin up / spin down) (eV): 6.07 / 6.17
Expectation value of S²: 0.77
Charge: +4
DFT total energy (a.u.): -3486.99935
F_max (eV/Å): 0.8
ΔE to the lowest compared entry with this formula, charge and spin (eV): 0.4014
Multiplicity: 2
HOMO level (spin up / spin down) (eV): -19.799 / -19.735

The geometry in XYZ format:
```
64
C26H31GeN2O3W ωB97M-V with the def2-TZVPD basis set
W -0.30 -0.19 -0.79
C -4.23 -0.38 2.79
N -3.38 -1.04 1.77
C -3.58 -2.50 1.64
C -2.55 -0.38 1.06
O -1.81 -0.98 0.13
C -2.34 1.12 1.20
O -1.29 1.47 0.28
C -1.38 2.73 -0.43
C -1.20 2.39 -1.89
O -0.79 1.16 -2.15
N -1.43 3.23 -2.83
C -1.24 2.92 -4.26
C -1.92 4.60 -2.52
H -5.18 -0.92 2.83
H -4.43 0.66 2.54
H -3.74 -0.46 3.76
H -4.53 -2.67 1.14
H -3.62 -2.91 2.65
H -2.77 -2.94 1.08
H -2.05 1.38 2.22
H -3.26 1.65 0.93
H -0.57 3.38 -0.08
H -2.33 3.21 -0.23
H -0.92 1.89 -4.39
H -0.51 3.61 -4.67
H -2.20 3.08 -4.76
H -1.29 5.07 -1.76
H -2.96 4.55 -2.20
H -1.86 5.19 -3.43
C 3.36 3.09 -1.01
C 3.84 2.73 0.24
C 3.41 1.55 0.86
C 2.54 0.70 0.19
C 2.06 1.07 -1.09
C 2.47 2.26 -1.69
Ge 1.54 -0.72 0.97
C 1.69 -1.79 2.48
C 2.42 -1.31 3.59
C 2.62 -2.14 4.68
C 2.12 -3.44 4.65
C 1.41 -3.92 3.55
C 1.18 -3.10 2.47
C 1.05 -1.84 -0.95
C 2.31 -2.06 -1.52
C 2.42 -2.81 -2.69
C 1.29 -3.23 -3.39
C 0.04 -3.02 -2.84
C -0.10 -2.37 -1.60
H 3.72 3.99 -1.48
H 4.55 3.36 0.75
H 3.77 1.31 1.85
H 1.64 0.33 -1.80
H 2.16 2.50 -2.70
H 2.82 -0.30 3.60
H 3.17 -1.79 5.54
H 2.30 -4.09 5.49
H 1.05 -4.94 3.55
H 0.64 -3.48 1.61
H 3.21 -1.62 -1.11
H 3.41 -2.99 -3.09
H 1.40 -3.74 -4.34
H -0.84 -3.46 -3.31
H -1.01 -2.62 -1.07
```

Here are the natural (NBO) charges for atoms 1 to 8, given in e: 1.5180, -0.4313, -0.2312, -0.4254, 0.6495, -0.6531, -0.1535, -0.5311



What did the first record say?
C26H31F2IrN4O | ωB97M-V with the def2-TZVPD basis set

Frontier orbital gap (spin up / spin down) (eV): 5.32 / 5.32
Charge: +2
DFT total energy (a.u.): -1606.99775
F_max (eV/Å): 1.5
ΔE to the lowest compared entry with this formula, charge and spin (eV): 0.2557
HOMO level (spin up / spin down) (eV): -12.999 / -12.998

The geometry in XYZ format:
```
65
C26H31F2IrN4O ωB97M-V with the def2-TZVPD basis set
Ir 1.25 1.47 -0.26
F 4.96 -1.99 -0.46
C 4.11 -1.42 0.36
C 2.98 -0.83 -0.12
C 2.07 -0.12 0.70
C 2.24 -0.33 2.14
C 3.53 -0.86 2.57
F 3.84 -0.83 3.86
C 4.44 -1.39 1.73
C 1.23 -0.20 3.08
C 1.22 -0.58 4.46
C 0.07 -0.81 5.13
C -1.20 -0.73 4.45
C -1.27 -0.24 3.22
N -0.06 0.33 2.60
H 2.81 -0.87 -1.19
H 5.37 -1.80 2.10
H 2.16 -0.77 4.94
H 0.10 -1.14 6.16
H -2.11 -1.10 4.92
H -2.16 -0.13 2.63
C -3.44 4.83 4.83
C -2.99 4.05 3.64
C -3.76 4.02 2.48
C -3.38 3.29 1.37
C -4.29 3.29 0.17
C -2.17 2.55 1.42
C -1.79 1.82 0.26
O -0.78 1.10 0.15
C -1.38 2.56 2.61
C -0.05 1.85 2.79
C -1.81 3.30 3.68
H -3.80 5.82 4.54
H -2.65 4.95 5.57
H -4.28 4.32 5.32
H -4.68 4.59 2.45
H -5.05 4.06 0.28
H -4.82 2.33 0.08
H -3.77 3.48 -0.77
H -2.46 1.84 -0.60
H -0.13 0.17 1.59
H 0.27 1.99 3.82
H 0.72 2.23 2.12
H -1.22 3.31 4.59
C 3.97 3.62 -2.64
N 3.14 3.52 -1.44
C 3.29 2.31 -0.67
C 1.91 4.11 -1.39
N 0.91 3.40 -0.89
N 1.78 5.38 -1.80
C 0.45 5.94 -2.02
C 2.90 6.32 -1.85
H 3.94 2.68 -3.20
H 5.01 3.85 -2.37
H 3.60 4.41 -3.30
H 4.23 1.82 -0.92
H 2.65 1.38 -1.19
H 3.30 2.48 0.40
H 0.05 3.93 -0.77
H -0.17 5.24 -2.60
H 0.56 6.85 -2.61
H -0.05 6.19 -1.08
H 3.77 5.89 -1.37
H 2.62 7.22 -1.31
H 3.15 6.59 -2.88
```

Here are the natural (NBO) charges for atoms 1 to 8, given in e: 0.4177, -0.2692, 0.5247, -0.4092, -0.1350, -0.1078, 0.4476, -0.2997